[1]
C19H29BN | ωB97M-V with the def2-TZVPD basis set

## Properties
Multiplicity: 1
E in eV: -22331.278
E_HOMO in eV: -11.27
Gap between HOMO and LUMO in eV: 5.93
LUMO energy in hartree: -0.1960
Net charge: +1
Energy relative to the best compared isomer or geometry (same formula, charge and spin) in kJ/mol: 103.2

XYZ file:
```
50
C19H29BN, DFT ωB97M-V with the def2-TZVPD basis set
C 8.449 0.714 0.797
C 8.464 -0.597 1.234
C 8.265 -1.081 2.513
C 8.003 -0.373 3.671
C 7.872 0.993 3.835
C 7.971 1.989 2.882
C 8.228 1.865 1.530
H 8.642 0.859 -0.255
H 8.658 -1.341 0.476
H 8.325 -2.153 2.624
H 7.885 -0.966 4.567
H 7.666 1.327 4.842
H 7.832 2.998 3.242
H 8.263 2.789 0.972
C 7.131 2.594 -2.661
C 6.378 2.235 -3.936
C 5.483 3.413 -4.325
N 5.587 0.900 -3.899
C 4.514 0.906 -4.894
C 4.863 1.012 -6.230
C 3.901 1.023 -7.216
C 2.570 0.926 -6.876
C 2.205 0.820 -5.550
C 3.171 0.810 -4.565
C 6.521 -0.321 -4.104
C 5.762 -1.530 -4.651
C 7.319 -0.758 -2.881
B 4.967 0.771 -2.458
H 5.797 0.763 -1.631
H 7.717 3.504 -2.807
H 6.442 2.792 -1.839
H 7.831 1.828 -2.343
H 7.118 2.101 -4.739
H 6.058 4.339 -4.386
H 5.007 3.267 -5.295
H 4.694 3.557 -3.588
H 5.905 1.088 -6.493
H 4.194 1.106 -8.249
H 1.817 0.934 -7.644
H 1.163 0.744 -5.283
H 2.867 0.726 -3.537
H 7.236 -0.002 -4.877
H 6.435 -2.370 -4.828
H 4.999 -1.858 -3.944
H 5.264 -1.312 -5.596
H 8.002 -1.569 -3.140
H 7.931 0.034 -2.460
H 6.663 -1.138 -2.098
H 4.256 1.675 -2.221
H 4.363 -0.231 -2.346
```

***

[2]
C34H85NO11PS2 | ωB97M-V with the def2-TZVPD basis set

## Properties
Multiplicity: 1
E in eV: -91588.076
E_HOMO in eV: -10.70
Gap between HOMO and LUMO in eV: 6.16
LUMO energy in hartree: -0.1666
Net charge: +1
Energy relative to the best compared isomer or geometry (same formula, charge and spin) in kJ/mol: 371.6

XYZ file:
```
134
C34H85NO11PS2, DFT ωB97M-V with the def2-TZVPD basis set
N 7.806 1.577 2.240
P 6.544 1.169 3.148
S 4.819 0.598 1.934
C 3.295 1.199 2.799
C 2.182 1.784 1.807
C 0.829 0.961 1.787
S -0.149 1.070 3.352
O -1.585 1.213 2.976
O 0.016 -0.198 4.128
O 0.333 2.350 4.304
C 4.930 -1.244 1.853
C 3.364 -1.863 1.746
C 2.691 -2.255 3.224
O 3.234 -3.284 2.108
H 7.537 1.489 1.245
H 6.199 2.216 4.075
H 6.905 0.008 3.919
H 2.819 0.444 3.496
H 3.615 2.074 3.462
H 2.650 1.922 0.777
H 1.930 2.840 2.152
H 0.956 -0.139 1.560
H 0.187 1.383 0.947
H 1.038 1.981 4.884
H 5.377 -1.743 2.756
H 5.342 -1.588 0.864
H 2.658 -1.397 0.935
H 3.534 -1.586 3.692
H 2.944 -3.109 3.913
C -3.124 -5.472 2.080
C -1.943 -4.909 1.308
O -1.904 -3.489 1.285
C -1.809 -2.838 2.544
C -0.564 -3.213 3.326
H -4.065 -5.102 1.662
H -3.123 -6.563 2.032
H -3.099 -5.185 3.132
H -2.016 -5.232 0.267
H -0.998 -5.307 1.690
H -2.715 -3.017 3.133
H -1.786 -1.765 2.335
H -0.535 -4.277 3.569
H -0.521 -2.653 4.262
H 0.332 -2.987 2.743
C -1.655 -1.063 -1.661
C -1.203 -1.197 -3.104
O -0.380 -2.330 -3.337
C -0.961 -3.596 -3.055
C -2.209 -3.888 -3.870
H -0.789 -1.013 -0.993
H -2.253 -0.158 -1.531
H -2.263 -1.911 -1.343
H -0.606 -0.320 -3.369
H -2.059 -1.204 -3.786
H -1.161 -3.689 -1.981
H -0.200 -4.343 -3.293
H -3.007 -3.172 -3.666
H -2.587 -4.886 -3.641
H -1.987 -3.835 -4.939
C -0.736 -0.541 -6.642
C -0.961 0.954 -6.489
O 0.242 1.704 -6.408
C 1.115 1.615 -7.527
C 0.484 2.089 -8.825
H -0.140 -0.925 -5.809
H -1.693 -1.069 -6.662
H -0.204 -0.782 -7.563
H -1.501 1.136 -5.557
H -1.594 1.340 -7.293
H 1.501 0.595 -7.625
H 1.974 2.250 -7.302
H -0.381 1.484 -9.105
H 1.209 2.036 -9.640
H 0.142 3.122 -8.728
C -7.167 -10.276 4.461
C -5.678 -9.988 4.549
O -5.178 -9.240 3.451
C -5.749 -7.955 3.254
C -5.563 -7.019 4.436
H -7.398 -10.813 3.537
H -7.487 -10.884 5.311
H -7.761 -9.361 4.465
H -5.135 -10.936 4.549
H -5.429 -9.490 5.491
H -6.807 -8.048 2.988
H -5.249 -7.527 2.382
H -6.049 -7.397 5.337
H -5.986 -6.037 4.213
H -4.501 -6.899 4.664
C 5.486 5.620 -10.166
C 4.189 5.059 -9.609
O 4.305 3.728 -9.128
C 5.232 3.517 -8.072
C 4.920 4.321 -6.822
H 5.859 4.987 -10.975
H 5.329 6.630 -10.553
H 6.268 5.674 -9.406
H 3.444 5.035 -10.407
H 3.783 5.710 -8.827
H 6.252 3.711 -8.422
H 5.187 2.453 -7.828
H 4.957 5.396 -7.006
H 5.640 4.091 -6.033
H 3.916 4.086 -6.458
C 5.700 6.121 3.518
C 4.767 5.146 2.822
O 3.612 4.815 3.585
C 2.751 5.896 3.933
C 2.184 6.631 2.732
H 6.021 5.719 4.484
H 6.583 6.307 2.904
H 5.219 7.081 3.708
H 5.302 4.208 2.651
H 4.475 5.518 1.835
H 3.266 6.585 4.609
H 1.927 5.462 4.504
H 2.966 7.092 2.126
H 1.504 7.420 3.057
H 1.634 5.941 2.086
C -3.615 3.272 4.351
C -4.572 2.304 3.675
O -5.719 2.004 4.457
C -6.551 3.103 4.800
C -7.122 3.833 3.597
H -3.289 2.875 5.316
H -2.737 3.437 3.724
H -4.079 4.242 4.537
H -4.055 1.358 3.509
H -4.871 2.670 2.688
H -6.013 3.792 5.460
H -7.375 2.693 5.388
H -6.339 4.271 2.974
H -7.782 4.641 3.921
H -7.693 3.145 2.968
```

***

[3]
C53H59BaClF3NO6S3Si4Te | ωB97M-V with the def2-TZVPD basis set

## Properties
Multiplicity: 1
E in eV: -162371.394
E_HOMO in eV: -1.55
Gap between HOMO and LUMO in eV: 4.80
LUMO energy in hartree: 0.1191
Net charge: -2
Energy relative to the best compared isomer or geometry (same formula, charge and spin) in kJ/mol: 17.7

XYZ file:
```
132
C53H59BaClF3NO6S3Si4Te, DFT ωB97M-V with the def2-TZVPD basis set
Ba 0.071 1.125 -0.142
S -3.460 5.236 -0.427
C -4.209 4.232 0.732
C -3.462 3.122 0.995
C -2.221 3.003 0.271
C -2.103 4.094 -0.546
C -1.022 4.421 -1.487
C -1.127 5.476 -2.401
C -0.078 5.746 -3.256
C 1.061 4.959 -3.206
C 1.086 3.922 -2.289
N 0.088 3.663 -1.445
H -5.161 4.518 1.159
H -3.813 2.378 1.704
H -2.035 6.061 -2.444
H -0.155 6.560 -3.968
H 1.901 5.121 -3.866
H 1.936 3.246 -2.243
C -8.208 0.276 0.046
C -6.846 -0.355 -0.069
C -6.709 -1.725 -0.280
C -5.454 -2.307 -0.354
C -4.330 -1.509 -0.212
C -4.439 -0.137 -0.046
C -5.701 0.429 0.036
S -2.692 -2.208 -0.345
O -2.640 -3.036 -1.571
C -2.770 -3.448 1.000
C -2.263 -4.706 0.598
C -2.124 -5.717 1.501
C -2.470 -5.526 2.857
C -2.295 -6.551 3.822
C -2.610 -6.342 5.132
C -3.116 -5.088 5.544
C -3.297 -4.085 4.637
C -2.983 -4.275 3.265
C -3.134 -3.227 2.306
C -3.681 -1.924 2.754
C -5.074 -1.788 3.040
C -5.975 -2.876 2.926
C -7.304 -2.719 3.198
C -7.808 -1.457 3.582
C -6.964 -0.391 3.692
C -5.577 -0.529 3.436
C -4.692 0.569 3.555
C -3.363 0.419 3.309
C -2.865 -0.845 2.926
S -1.098 -0.932 2.555
O -0.707 0.505 2.461
C -0.567 -1.530 4.152
C -0.158 -2.845 4.257
C 0.265 -3.324 5.488
C 0.305 -2.491 6.599
C 0.812 -3.000 7.922
C -0.086 -1.159 6.457
C -0.519 -0.670 5.238
H -8.994 -0.430 -0.223
H -8.288 1.147 -0.606
H -8.392 0.610 1.070
H -7.595 -2.344 -0.375
H -5.344 -3.372 -0.523
H -3.558 0.495 -0.004
H -5.784 1.502 0.167
H -1.997 -4.831 -0.443
H -1.730 -6.677 1.188
H -1.896 -7.505 3.496
H -2.464 -7.131 5.859
H -3.346 -4.916 6.588
H -3.662 -3.121 4.965
H -5.598 -3.838 2.606
H -7.976 -3.562 3.102
H -8.865 -1.336 3.784
H -7.341 0.584 3.979
H -5.093 1.540 3.824
H -2.674 1.254 3.348
H -0.154 -3.484 3.382
H 0.583 -4.356 5.579
H 0.726 -4.085 7.985
H 0.257 -2.562 8.753
H 1.865 -2.741 8.055
H -0.037 -0.495 7.312
H -0.787 0.371 5.114
O 2.213 -0.456 3.150
Cl 2.530 -0.299 1.753
O 3.852 -0.754 1.484
O 1.560 -1.069 0.969
O 2.394 1.110 1.383
F -1.118 -0.620 -3.523
C -1.354 0.441 -2.669
F -2.769 0.344 -2.489
F -1.263 1.540 -3.531
C 7.787 3.636 -3.004
Si 6.036 3.151 -2.454
C 4.931 4.663 -2.699
C 6.089 2.765 -0.616
Si 5.172 1.341 -3.651
Te 3.193 0.412 -2.556
Si 6.837 -0.290 -3.772
C 6.105 -1.932 -4.322
C 7.635 -0.533 -2.080
C 8.217 0.172 -4.992
Si 4.657 2.029 -5.822
C 4.392 0.517 -6.919
C 6.037 3.069 -6.611
C 3.082 3.049 -5.834
H 8.146 4.524 -2.474
H 7.816 3.845 -4.076
H 8.492 2.823 -2.809
H 5.262 5.513 -2.095
H 3.908 4.418 -2.404
H 4.911 4.975 -3.747
H 6.348 3.650 -0.027
H 6.818 1.981 -0.396
H 5.115 2.395 -0.286
H 5.266 -2.191 -3.673
H 6.843 -2.739 -4.289
H 5.715 -1.861 -5.340
H 6.865 -0.708 -1.326
H 8.198 0.355 -1.781
H 8.321 -1.386 -2.078
H 7.826 0.243 -6.010
H 9.023 -0.570 -4.992
H 8.650 1.143 -4.738
H 5.321 -0.047 -7.044
H 4.024 0.794 -7.911
H 3.658 -0.147 -6.455
H 6.987 2.529 -6.597
H 6.180 4.002 -6.058
H 5.807 3.326 -7.650
H 2.289 2.507 -5.312
H 2.749 3.266 -6.853
H 3.230 3.998 -5.314
```

***

[4]
C44H37Cl5NO2P2S2Ta | ωB97M-V with the def2-TZVPD basis set

## Properties
Multiplicity: 1
E in eV: -156230.209
E_HOMO in eV: -8.05
Gap between HOMO and LUMO in eV: 7.68
LUMO energy in hartree: -0.0138
Net charge: 0
Energy relative to the best compared isomer or geometry (same formula, charge and spin) in kJ/mol: 35.3

XYZ file:
```
94
C44H37Cl5NO2P2S2Ta, DFT ωB97M-V with the def2-TZVPD basis set
Ta -0.204 0.223 0.157
S -2.764 0.362 0.624
P -2.158 -0.652 2.278
C -0.482 -0.401 2.221
P 0.513 0.627 3.120
S 1.513 1.494 1.589
C 1.669 -0.207 4.225
C 1.468 -1.540 4.558
C 2.354 -2.182 5.414
C 3.440 -1.491 5.928
C 3.647 -0.158 5.590
C 2.764 0.485 4.739
C -0.339 1.828 4.175
C -0.279 1.772 5.564
C -0.969 2.710 6.322
C -1.702 3.707 5.699
C -1.773 3.756 4.312
C -1.107 2.809 3.554
C -2.551 -2.415 2.174
C -1.535 -3.349 2.335
C -1.838 -4.705 2.353
C -3.151 -5.122 2.196
C -4.164 -4.188 2.010
C -3.867 -2.836 2.002
C -3.049 -0.144 3.765
C -2.840 -0.880 4.932
C -3.485 -0.518 6.102
C -4.349 0.570 6.107
C -4.563 1.297 4.947
C -3.911 0.944 3.773
H 0.623 -2.069 4.134
H 2.199 -3.222 5.671
H 4.135 -1.992 6.589
H 4.501 0.376 5.986
H 2.927 1.521 4.465
H 0.306 1.005 6.055
H -0.922 2.663 7.403
H -2.225 4.445 6.294
H -2.352 4.526 3.819
H -1.176 2.830 2.476
H -0.511 -3.005 2.409
H -1.047 -5.433 2.474
H -3.388 -6.178 2.206
H -5.186 -4.517 1.869
H -4.655 -2.104 1.857
H -2.180 -1.741 4.921
H -3.322 -1.088 7.007
H -4.859 0.849 7.020
H -5.236 2.145 4.953
H -4.066 1.511 2.863
Cl -0.033 4.327 0.724
C -0.601 3.634 -0.759
C -0.716 2.251 -0.923
C -1.173 1.883 -2.180
Cl -1.294 0.163 -2.426
C -1.511 2.729 -3.221
Cl -2.066 2.108 -4.725
C -1.386 4.095 -3.008
Cl -1.793 5.204 -4.256
C -0.926 4.544 -1.773
Cl -0.767 6.240 -1.519
O 3.129 0.751 -2.659
C 2.285 0.594 -1.859
N 1.437 0.418 -1.036
C -3.030 -2.417 -1.424
C -2.008 -3.429 -1.928
C -1.847 -4.554 -0.897
C -0.611 -2.951 -2.312
C -0.133 -3.336 -3.557
C 1.205 -3.202 -3.895
C 2.097 -2.833 -2.910
C 1.683 -2.482 -1.622
C 2.789 -2.352 -0.569
C 3.655 -3.624 -0.610
C 2.353 -2.164 0.881
C 0.300 -2.364 -1.406
O -0.181 -1.661 -0.337
H -3.959 -2.940 -1.184
H -3.262 -1.657 -2.170
H -2.687 -1.920 -0.519
H -2.417 -3.874 -2.839
H -1.429 -4.154 0.030
H -1.178 -5.333 -1.266
H -2.815 -5.005 -0.665
H -0.830 -3.758 -4.272
H 1.551 -3.445 -4.891
H 3.155 -2.817 -3.138
H 3.428 -1.505 -0.843
H 3.053 -4.490 -0.323
H 4.481 -3.532 0.097
H 4.078 -3.823 -1.592
H 1.578 -2.884 1.155
H 1.985 -1.165 1.092
H 3.213 -2.324 1.535
```

***

[5]
CH4O2S | ωB97M-V with the def2-TZVPD basis set

## Properties
Multiplicity: 2
E in eV: -16020.882
E_HOMO (spin up / spin down) in eV: -12.99 / -12.99
Gap between HOMO and LUMO (spin up / spin down) in eV: 7.59 / 2.04
LUMO energy (spin up / spin down) in hartree: -0.1986 / -0.4022
Net charge: +1
Energy relative to the best compared isomer or geometry (same formula, charge and spin) in kJ/mol: 99.3

XYZ file:
```
8
CH4O2S, DFT ωB97M-V with the def2-TZVPD basis set
S -3.148 -0.253 1.808
H -3.842 -0.572 2.922
H -2.663 0.955 2.297
O 3.076 0.751 -1.127
C 2.202 -0.204 -1.181
O 1.007 -0.131 -1.688
H 2.297 -1.042 -0.575
H 1.071 0.496 -2.456
```

***

[6]
C4H2AgO | ωB97M-V with the def2-TZVPD basis set

## Properties
Multiplicity: 3
E in eV: -10213.636
E_HOMO (spin up / spin down) in eV: -12.93 / -15.71
Gap between HOMO and LUMO (spin up / spin down) in eV: 7.01 / 7.74
LUMO energy (spin up / spin down) in hartree: -0.2177 / -0.2931
Net charge: +1
Energy relative to the best compared isomer or geometry (same formula, charge and spin) in kJ/mol: 0.0

XYZ file:
```
8
C4H2AgO, DFT ωB97M-V with the def2-TZVPD basis set
C -1.451 0.849 0.051
C -2.346 1.342 -0.605
H -3.171 1.762 -1.152
O -0.445 -2.064 -0.070
C 0.013 -1.099 0.483
C -0.263 0.268 0.607
H 0.180 0.773 1.480
Ag 2.017 0.107 -0.094
```